Entry from OMol25: a 11-piece molecular cluster, C49H119NO21 overall at a distorted geometry (ωB97M-V/def2-TZVPD).

Output
SMILES = CC1(C)CCCC(C)(C)N1O.COCCOC.COCCOC.COCCOC.COCCOC.COCCOC.COCCOC.COCCOC.COCCOC.COCCOC.COCCOC
charge = 0
lowest unoccupied orbital energy = 0.48 eV
HOMO-LUMO gap = 8.6422 eV
energy relative to the best compared isomer or geometry (same formula, charge and spin) = 7.5750 eV
HOMO level = -8.17 eV

Each line ends with the Löwdin charge.
Positions of all 190 atoms, in Å:
C: 17.592 -11.594 4.971  -0.027
C: 18.219 -10.207 4.865  -0.477
C: 17.144 -9.117 4.570  -0.034
C: 18.765 -9.827 6.247  -0.170
C: 20.134 -10.416 6.502  -0.160
C: 21.057 -9.968 5.345  -0.161
C: 20.685 -10.444 3.990  -0.507
C: 21.428 -9.707 2.846  -0.037
C: 21.221 -11.879 3.882  -0.041
N: 19.260 -10.117 3.767  -0.135
O: 18.800 -10.547 2.571  0.010
H: 16.784 -11.711 4.248  0.081
H: 18.371 -12.347 4.857  0.073
H: 17.112 -11.672 5.947  0.084
H: 17.556 -8.132 4.350  0.083
H: 16.579 -9.423 3.690  0.075
H: 16.494 -8.989 5.436  0.082
H: 18.881 -8.743 6.246  0.114
H: 18.103 -10.039 7.087  0.120
H: 20.526 -10.163 7.487  0.112
H: 20.070 -11.504 6.504  0.107
H: 22.122 -10.010 5.571  0.122
H: 20.973 -8.882 5.327  0.119
H: 21.605 -10.213 1.897  0.077
H: 22.332 -9.169 3.132  0.080
H: 20.859 -8.825 2.553  0.081
H: 22.146 -12.026 4.440  0.091
H: 21.514 -12.190 2.879  0.071
H: 20.495 -12.652 4.132  0.070
H: 19.057 -11.471 2.524  0.096
C: 3.972 -8.987 13.548  -0.110
O: 5.332 -9.039 13.097  -0.188
C: 5.993 -10.294 13.269  -0.199
C: 7.328 -10.371 12.561  -0.177
O: 7.352 -9.986 11.160  -0.187
C: 8.662 -9.980 10.652  -0.132
H: 3.729 -9.416 14.520  0.084
H: 3.276 -9.302 12.771  0.083
H: 3.680 -7.940 13.623  0.080
H: 5.319 -11.065 12.896  0.120
H: 6.069 -10.404 14.351  0.124
H: 7.501 -11.438 12.422  0.122
H: 8.100 -9.871 13.146  0.124
H: 9.102 -10.962 10.822  0.080
H: 9.385 -9.328 11.142  0.081
H: 8.536 -9.679 9.611  0.094
C: 19.557 -3.909 0.384  -0.114
O: 19.120 -2.639 -0.028  -0.182
C: 20.117 -1.619 -0.026  -0.186
C: 20.593 -1.343 1.375  -0.224
O: 21.769 -2.064 1.796  -0.221
C: 22.042 -2.087 3.227  -0.078
H: 20.241 -4.361 -0.335  0.090
H: 18.676 -4.501 0.136  0.089
H: 19.826 -4.037 1.433  0.089
H: 19.913 -0.651 -0.484  0.126
H: 21.004 -2.008 -0.526  0.123
H: 19.812 -1.478 2.123  0.124
H: 20.808 -0.285 1.527  0.115
H: 21.304 -2.692 3.754  0.081
H: 22.069 -1.076 3.634  0.080
H: 23.039 -2.527 3.217  0.087
C: 23.533 -12.640 15.548  -0.111
O: 22.776 -13.017 14.394  -0.159
C: 21.590 -13.806 14.801  -0.193
C: 21.739 -15.177 15.427  -0.262
O: 22.569 -15.146 16.525  -0.181
C: 21.901 -14.471 17.640  -0.072
H: 22.900 -12.255 16.347  0.077
H: 24.228 -11.852 15.259  0.085
H: 24.124 -13.492 15.887  0.086
H: 20.953 -13.902 13.921  0.120
H: 20.879 -13.258 15.419  0.104
H: 22.248 -15.760 14.660  0.127
H: 20.752 -15.637 15.468  0.129
H: 21.138 -15.102 18.096  0.087
H: 21.455 -13.507 17.394  0.069
H: 22.692 -14.359 18.382  0.093
C: 25.284 -19.407 5.925  -0.100
O: 25.054 -20.594 5.144  -0.175
C: 26.076 -21.530 5.367  -0.222
C: 25.803 -22.855 4.573  -0.170
O: 24.535 -23.540 4.740  -0.193
C: 24.222 -24.169 6.035  -0.079
H: 26.281 -18.970 5.854  0.080
H: 25.234 -19.659 6.984  0.081
H: 24.537 -18.648 5.691  0.088
H: 26.156 -21.844 6.408  0.111
H: 27.020 -21.052 5.105  0.120
H: 26.579 -23.588 4.795  0.112
H: 25.935 -22.691 3.503  0.117
H: 25.113 -24.326 6.643  0.078
H: 23.651 -25.091 5.922  0.077
H: 23.552 -23.573 6.655  0.074
C: 15.048 -10.821 20.745  -0.091
O: 14.147 -11.109 19.660  -0.185
C: 14.528 -12.274 18.927  -0.217
C: 14.799 -11.975 17.456  -0.180
O: 15.104 -13.169 16.681  -0.189
C: 15.097 -12.907 15.293  -0.126
H: 15.985 -10.438 20.342  0.082
H: 15.277 -11.760 21.249  0.082
H: 14.651 -10.049 21.404  0.087
H: 13.755 -13.035 19.035  0.126
H: 15.414 -12.767 19.326  0.116
H: 15.628 -11.268 17.432  0.127
H: 13.876 -11.558 17.053  0.121
H: 15.194 -13.774 14.640  0.087
H: 15.934 -12.249 15.058  0.081
H: 14.207 -12.340 15.019  0.080
C: 16.270 -23.850 4.207  -0.128
O: 16.341 -22.459 4.136  -0.177
C: 17.532 -21.784 3.675  -0.198
C: 17.470 -20.313 3.829  -0.273
O: 17.303 -19.868 5.102  -0.156
C: 18.201 -20.289 6.165  -0.077
H: 15.250 -24.150 3.965  0.084
H: 16.572 -24.215 5.188  0.083
H: 16.827 -24.373 3.429  0.082
H: 17.492 -21.833 2.586  0.124
H: 18.462 -22.189 4.074  0.126
H: 16.774 -19.888 3.106  0.134
H: 18.444 -19.969 3.481  0.125
H: 19.271 -20.241 5.966  0.086
H: 18.120 -21.224 6.721  0.078
H: 17.845 -19.598 6.929  0.087
C: 19.864 -14.283 -6.480  -0.126
O: 20.521 -14.299 -5.253  -0.161
C: 20.806 -13.046 -4.690  -0.214
C: 21.743 -11.981 -5.214  -0.201
O: 21.329 -11.553 -6.497  -0.185
C: 22.180 -10.543 -7.042  -0.120
H: 19.077 -13.532 -6.545  0.097
H: 19.550 -15.272 -6.815  0.083
H: 20.611 -14.235 -7.272  0.082
H: 21.048 -13.240 -3.646  0.126
H: 19.831 -12.607 -4.478  0.123
H: 22.740 -12.352 -5.454  0.124
H: 21.908 -11.146 -4.533  0.125
H: 21.673 -10.127 -7.912  0.082
H: 23.171 -10.664 -7.481  0.084
H: 22.248 -9.663 -6.403  0.082
C: 23.114 -4.472 12.743  -0.114
O: 23.948 -4.201 11.629  -0.193
C: 25.152 -4.978 11.670  -0.182
C: 25.921 -4.491 10.394  -0.162
O: 26.759 -3.371 10.861  -0.218
C: 27.523 -2.732 9.761  -0.072
H: 23.667 -5.021 13.505  0.079
H: 22.192 -4.960 12.428  0.083
H: 22.747 -3.594 13.276  0.079
H: 24.915 -6.032 11.523  0.114
H: 25.633 -4.904 12.646  0.120
H: 25.207 -4.228 9.613  0.117
H: 26.553 -5.254 9.939  0.109
H: 28.117 -2.001 10.310  0.082
H: 26.780 -2.297 9.093  0.081
H: 28.191 -3.425 9.249  0.076
C: 10.106 -6.835 -1.816  -0.075
O: 9.711 -6.930 -3.188  -0.174
C: 9.195 -5.795 -3.624  -0.303
C: 8.859 -6.188 -5.005  -0.165
O: 8.386 -5.074 -5.848  -0.187
C: 7.722 -5.435 -7.033  -0.137
H: 10.889 -6.090 -1.669  0.087
H: 10.583 -7.738 -1.437  0.088
H: 9.276 -6.574 -1.160  0.089
H: 10.004 -5.066 -3.666  0.136
H: 8.385 -5.435 -2.989  0.137
H: 8.152 -7.017 -5.017  0.127
H: 9.735 -6.635 -5.475  0.131
H: 6.783 -5.951 -6.829  0.084
H: 8.386 -6.034 -7.657  0.081
H: 7.514 -4.599 -7.700  0.082
C: 7.900 -3.657 6.396  -0.137
O: 8.969 -3.290 5.583  -0.183
C: 10.051 -2.756 6.336  -0.167
C: 9.812 -1.204 6.478  -0.223
O: 10.858 -0.360 6.062  -0.170
C: 10.658 0.929 6.622  -0.116
H: 7.583 -2.798 6.987  0.083
H: 7.999 -4.529 7.042  0.088
H: 7.051 -3.852 5.741  0.089
H: 10.933 -2.877 5.707  0.122
H: 10.262 -3.205 7.307  0.120
H: 9.447 -1.125 7.502  0.110
H: 8.961 -0.874 5.882  0.125
H: 9.721 1.390 6.312  0.084
H: 11.475 1.561 6.275  0.089
H: 10.633 0.893 7.711  0.084

Cartesian forces (eV/Å) of the 2 atoms listed first:
-0.38 0.33 -0.13
-0.34 0.67 -0.11